{
  "formula": "C3H9N3O",
  "method": "ωB97M-V with the def2-TZVPD basis set",
  "species": ["N", "H", "H", "C", "H", "N", "H", "N", "C", "H", "H", "H", "C", "H", "H", "O"],
  "coordinates": [[0.843, 1.429, -1.533], [-1.598, 0.803, -0.598], [-0.513, -2.106, -0.416], [-0.432, -1.068, -0.761], [0.061, 0.008, 2.509], [0.045, -0.152, 0.415], [1.165, 1.855, 0.308], [1.329, 1.106, -0.373], [0.389, -0.673, 1.717], [1.472, -0.793, 1.767], [-2.095, -0.416, 0.671], [0.142, 2.173, -1.560], [-1.338, -0.097, -0.042], [0.557, 0.450, -2.034], [-0.077, -1.652, 1.887], [0.051, -0.867, -1.957]],
  "nbo_charge": [-0.5350, 0.1956, 0.1383, 0.3145, 0.1924, -0.3301, 0.3317, -0.1730, -0.4157, 0.2186, 0.2035, 0.3302, -0.3213, 0.4459, 0.1953, -0.7909],
  "homo_ha": -0.305,
  "orbital_gap_ev": 8.86,
  "max_force_ev_per_a": 0.5,
  "lumo_energy_ev": 0.6,
  "de_lowest_ev": 5.492
}

---

{
  "formula": "C13H44F2InNO17S2",
  "method": "ωB97M-V with the def2-TZVPD basis set",
  "species": ["C", "H", "C", "H", "H", "H", "H", "H", "H", "O", "C", "H", "O", "H", "H", "H", "H", "H", "C", "F", "H", "O", "H", "O", "H", "O", "H", "H", "O", "H", "H", "C", "In", "O", "O", "H", "H", "O", "C", "O", "C", "S", "O", "O", "H", "H", "H", "H", "H", "C", "S", "H", "H", "H", "C", "H", "O", "O", "C", "F", "C", "O", "H", "H", "H", "O", "N", "H", "H", "H", "H", "C", "H", "H", "H", "H", "C", "H", "O", "H"],
  "coordinates": [[-2.749, -3.777, 2.168], [5.089, 1.491, 3.646], [3.339, 1.297, 2.950], [-3.801, 3.888, -1.890], [2.002, 4.494, -0.910], [-0.967, -1.375, 6.180], [3.669, -3.862, 0.096], [-2.202, -3.866, 3.107], [3.680, 2.008, -2.137], [-2.267, -0.333, 1.131], [1.229, 3.877, -0.452], [-3.369, -4.674, 2.200], [3.883, -2.665, 1.609], [3.093, -4.148, 2.799], [0.220, -2.163, 4.062], [3.365, -2.763, 3.718], [-0.195, -5.567, -2.420], [3.854, -3.379, -2.762], [-3.823, 5.700, 0.356], [0.875, -1.247, -1.829], [4.978, -3.024, -1.494], [-2.896, 3.557, -3.632], [-3.964, 6.410, -0.459], [1.218, -0.784, 0.478], [1.699, -4.841, -0.532], [-0.800, -2.020, -0.316], [4.528, 0.500, -2.198], [-3.427, 2.287, -2.181], [0.524, 5.508, 1.403], [2.036, -2.790, 2.509], [3.130, 0.646, -1.074], [-3.842, 3.154, -2.695], [-0.237, 1.851, -3.302], [0.840, -5.229, -0.710], [0.092, 4.102, -1.230], [2.243, 4.420, 1.392], [2.752, 2.166, 3.247], [2.678, 0.618, -3.165], [0.450, -4.797, -1.997], [3.427, -4.038, -0.816], [3.072, -3.061, 2.711], [-1.323, 0.682, 0.549], [-2.573, 4.993, 0.332], [-1.326, -1.746, 5.370], [-3.329, -0.080, -4.034], [-2.650, 4.235, 0.916], [3.254, 0.066, -3.698], [-2.069, -3.827, 1.318], [-3.904, 6.213, 1.315], [3.913, -3.058, -1.722], [0.080, -0.902, -0.459], [0.252, -0.574, 4.512], [-1.487, -1.931, -2.817], [-2.828, -2.222, -3.896], [3.539, 0.931, -2.044], [-5.990, 3.520, -2.985], [-2.466, -0.195, -3.629], [-5.509, 2.392, -4.616], [-0.474, -1.366, 4.329], [-2.166, 1.962, -0.056], [1.207, 4.336, 1.066], [4.304, 1.105, 4.042], [2.632, 0.481, 2.801], [1.544, 2.848, -0.623], [-1.167, -1.179, 3.509], [-3.473, -2.565, 2.163], [-0.586, 0.286, -0.992], [3.794, 1.617, 2.013], [3.471, -2.070, -1.589], [-4.715, 5.074, 0.338], [-3.033, -1.816, 1.754], [-2.462, -1.550, -3.119], [4.728, -2.284, 1.859], [-0.187, -3.913, -1.969], [1.402, -4.753, -2.526], [0.801, 3.493, 1.626], [-5.334, 2.685, -3.228], [-3.069, -1.634, -2.218], [-0.466, 1.343, 1.541], [-5.760, 1.833, -2.697]],
  "mulliken_charge": [-0.4414, 0.3075, -0.4274, -0.1962, 0.4445, 0.2965, 0.3198, 0.1946, 0.3218, -0.8635, 0.0612, 0.2998, -0.4467, 0.3554, 0.1290, 0.3536, 0.2876, 0.3220, -0.8573, -0.3081, 0.3805, -0.6201, 0.2777, -0.4427, 0.4949, -0.5498, 0.3961, -0.5013, -0.7073, -0.0167, 0.0158, 1.1468, 0.8745, -0.5932, -0.5937, 0.2784, 0.2833, -0.4237, -0.3268, -0.5589, -0.4830, 0.6610, -0.3090, -0.5350, 0.2461, 0.1866, 0.2458, 0.1139, 0.2925, -0.5990, 0.6088, 0.3936, -0.1362, 0.4381, -0.5783, 0.3355, -0.4102, -0.7394, -0.3166, -0.0810, 0.1505, -0.5550, 0.1086, -0.2787, 0.0621, -0.5592, 0.1689, 0.2858, 0.0713, 0.3112, 0.6387, -0.3939, 0.2274, 0.0064, 0.1959, -0.2156, -0.5310, 0.2927, -0.5320, 0.2455],
  "homo_ha": -0.016,
  "orbital_gap_ev": 2.37,
  "max_force_ev_per_a": 10.2,
  "total_charge": -2,
  "lumo_energy_ev": 1.9
}

---

{
  "formula": "C2H8S4",
  "method": "ωB97M-V with the def2-TZVPD basis set",
  "species": ["H", "C", "H", "S", "H", "H", "S", "H", "H", "H", "H", "C", "S", "S"],
  "coordinates": [[-3.740, 1.357, 1.094], [2.080, -0.793, -0.723], [2.778, 0.033, -0.609], [-2.065, 1.153, -0.831], [-0.085, 1.283, 0.735], [0.549, -3.923, 0.428], [0.107, -2.647, 0.590], [1.126, -0.280, -0.855], [-0.035, 2.351, -0.666], [-1.142, 2.629, 0.814], [2.228, -1.485, -1.542], [-0.685, 1.945, 0.102], [2.065, -1.848, 0.778], [-3.183, 0.223, 0.684]],
  "nbo_charge": [0.1201, -0.7414, 0.2299, 0.0726, 0.2216, 0.1386, -0.1452, 0.2234, 0.2277, 0.2213, 0.2238, -0.7397, 0.0700, -0.1227],
  "homo_ha": -0.323,
  "orbital_gap_ev": 9.18,
  "max_force_ev_per_a": 1.2,
  "lumo_energy_ev": 0.4,
  "de_lowest_ev": 0.384
}

---

{
  "formula": "C5H6O",
  "method": "ωB97M-V with the def2-TZVPD basis set",
  "species": ["H", "C", "C", "H", "O", "H", "C", "H", "H", "C", "H", "C"],
  "coordinates": [[-0.980, 1.174, -0.082], [0.865, 0.143, -0.470], [0.518, 0.055, 1.039], [0.942, 0.547, 1.914], [0.492, -1.401, 1.017], [1.874, -0.028, -0.842], [-0.911, 0.119, 0.486], [-0.444, 0.938, -1.960], [-1.805, -0.073, 1.084], [0.070, 1.304, -1.045], [-0.493, -1.775, -0.910], [-0.127, -1.003, -0.233]],
  "nbo_charge": [0.2257, -0.3389, 0.0811, 0.2069, -0.5129, 0.2376, -0.3141, 0.1353, 0.2360, -0.2370, 0.2040, 0.0763],
  "homo_ha": -0.314,
  "orbital_gap_ev": 8.72,
  "max_force_ev_per_a": 0.6,
  "lumo_energy_ev": 0.2,
  "de_lowest_ev": 7.145
}